(1)
Below is a structure of composition C2H5N2O2, with properties calculated with wB97M-V/def2-TZVPD.

```
11
Properties=species:S:1:pos:R:3:forces:R:3
C -0.13634 -1.05001 -0.16385 2.2 -0.3 1.5
C 1.19405 -0.19981 -0.46446 -0.4 -4.1 -1.2
N -0.56982 0.22639 0.31078 -7.1 0.5 1.9
N 0.46164 0.91625 0.15670 2.4 2.4 -1.2
O -2.28346 0.86411 0.65480 4.1 -3.0 -1.9
O 0.72457 2.06810 0.29125 -0.5 -0.5 0.4
H -0.56722 -1.54459 -0.94482 -1.7 0.0 -2.8
H -0.04173 -1.92173 0.50413 0.1 1.1 0.9
H 1.98379 -0.77424 0.07444 0.0 1.7 -0.3
H 1.25057 -0.18936 -1.59759 0.4 0.9 1.5
H -2.01605 1.60489 1.17862 0.5 1.5 1.1
```
Positions in Å, forces in eV/Å.

Its total energy is -9214.8364 eV. Its total charge is +1. Its lowest unoccupied orbital energy (spin up / spin down) is -7.556 / -7.558 eV. For the HOMO energy (spin up / spin down), the calculation gives -16.83 / -16.83 eV.

=====

(2)
Below is a structure of composition C26H29F6N2O7S4Zr, with properties calculated with wB97M-V/def2-TZVPD.

```
75
Properties=species:S:1:pos:R:3:forces:R:3
Zr 0.09015 0.81326 0.82012 -0.2 -0.8 0.0
F 4.77942 -0.62215 0.90151 0.0 0.0 0.0
C 4.74023 0.65501 0.58890 0.0 0.1 0.0
F 5.59918 1.34764 1.27845 0.0 0.0 0.0
F 4.88946 0.83089 -0.70442 0.0 0.0 0.0
S 3.00721 1.24743 1.03214 0.0 0.0 -0.1
O 2.09843 0.94061 -0.13140 -0.2 0.0 0.0
O 2.47093 0.53338 2.17427 0.0 0.0 0.0
N 3.20077 2.77743 1.19987 0.1 0.0 -0.1
S 1.90257 3.65655 1.31819 0.0 0.2 0.1
O 0.71682 2.73508 1.52484 -0.1 -0.1 -0.3
O 1.99771 4.74297 2.20360 0.0 0.0 0.0
C 1.57374 4.31969 -0.39718 0.0 0.0 0.0
F 1.03827 3.32696 -1.13615 0.0 0.1 0.0
F 0.69853 5.29341 -0.29199 0.0 0.0 0.0
F 2.69148 4.72113 -0.93737 0.0 0.0 0.0
O -0.22512 0.32469 2.92925 0.2 0.1 -0.2
C -1.03603 0.98013 3.98623 0.0 0.0 0.0
C -2.38607 0.30690 4.03143 0.0 0.0 0.0
C -2.99751 0.16346 2.63201 0.0 0.0 0.0
C -3.05166 1.46915 1.89115 0.0 0.0 0.0
C -4.12555 2.33179 2.06146 0.0 0.0 0.0
C -4.16102 3.54251 1.39295 0.0 0.0 0.0
C -3.12184 3.86444 0.52568 0.0 0.0 0.0
C -2.09104 2.96793 0.39338 0.0 0.0 0.0
N -2.02601 1.80082 1.07537 0.3 -0.1 0.1
H 0.54472 -0.12902 3.30674 0.0 0.0 0.0
H -1.09164 2.03210 3.71133 0.0 0.0 0.0
H -0.48402 0.88863 4.91792 0.0 0.0 0.0
H -3.03369 0.91021 4.67173 0.0 0.0 0.0
H -2.31001 -0.67699 4.49475 0.0 0.0 0.0
H -4.00689 -0.23694 2.72259 0.0 0.0 0.0
H -2.42798 -0.56996 2.05295 0.0 0.0 0.0
H -4.93475 2.04017 2.71796 0.0 0.0 0.0
H -4.99168 4.22193 1.53309 0.0 0.0 0.0
H -3.11592 4.78675 -0.03723 0.0 0.0 0.0
H -1.27351 3.17847 -0.28777 0.0 0.0 0.0
O -0.70153 0.48663 -1.03556 0.2 0.2 0.3
S -1.89222 0.62742 -2.05132 0.0 0.0 -0.1
C -2.90425 -0.87627 -1.80382 0.0 0.0 0.0
C -2.24511 -1.96751 -0.97470 0.0 0.0 0.0
C -1.12175 -2.72201 -1.69481 0.0 0.0 0.0
C -0.08102 -3.31971 -0.74933 0.0 0.0 0.0
S 1.16555 -2.10596 -0.29279 0.1 -0.1 0.1
O 0.43953 -1.23292 0.81637 -0.1 0.5 0.0
C 2.33854 -3.05639 0.59142 0.0 0.0 -0.1
C 2.03301 -3.65111 1.81363 0.0 0.0 0.0
C 2.99587 -4.43883 2.41567 0.0 0.0 0.0
C 4.22573 -4.64019 1.79103 0.0 0.0 0.0
C 4.50967 -4.04990 0.56784 0.0 0.0 0.0
C 3.56351 -3.23935 -0.04226 0.0 0.0 0.0
C -1.11910 0.39000 -3.62735 0.0 0.0 0.0
C 0.23559 0.11518 -3.74422 0.0 0.0 0.0
C 0.76402 -0.02053 -5.01985 0.0 0.0 0.0
C -0.05129 0.11639 -6.13619 0.0 0.0 0.0
C -1.40262 0.40636 -5.99406 0.0 0.0 0.0
C -1.94908 0.55957 -4.72969 0.0 0.0 0.0
H -3.15453 -1.20442 -2.81498 0.0 0.0 0.0
H -3.81353 -0.51004 -1.32689 0.0 0.0 0.0
H -3.03989 -2.66392 -0.69902 0.0 0.0 0.0
H -1.88999 -1.54524 -0.03357 0.0 0.0 0.0
H -0.61577 -2.08173 -2.42138 0.0 0.0 0.0
H -1.55064 -3.54101 -2.27362 0.0 0.0 0.0
H 0.51197 -4.08917 -1.25086 0.0 0.0 0.0
H -0.49526 -3.75193 0.16387 0.0 0.0 0.0
H 1.06893 -3.49900 2.28256 0.0 0.0 0.0
H 2.78971 -4.90961 3.36706 0.0 0.0 0.0
H 4.96763 -5.26750 2.26678 0.0 0.0 0.0
H 5.46584 -4.21557 0.09101 0.0 0.0 0.0
H 3.77505 -2.76388 -0.99292 0.0 0.0 0.0
H 0.86718 0.02255 -2.87070 0.0 0.0 0.0
H 1.81810 -0.22855 -5.14308 0.0 0.0 0.0
H 0.37189 0.00917 -7.12568 0.0 0.0 0.0
H -2.02984 0.52817 -6.86624 0.0 0.0 0.0
H -2.99753 0.81428 -4.61869 0.0 0.0 0.0
```
Positions in Å, forces in eV/Å.

Its total energy is -105649.1810 eV. Its total charge is +3. Its lowest unoccupied orbital energy is -9.229 eV. For the HOMO energy, the calculation gives -17.20 eV.

=====

(3)
Below is a cluster of 17 separate species, C2H37NO17 in total, with properties calculated with wB97M-V/def2-TZVPD.

```
57
Properties=species:S:1:pos:R:3:forces:R:3
C -3.32970 -0.80992 3.78672 3.4 -1.6 -2.8
N -2.15140 -0.73763 3.04599 -1.1 -0.7 0.6
C -1.67209 -1.95577 2.38114 -1.5 -0.5 -0.3
O -3.89625 -1.89027 3.77470 -1.0 0.4 1.4
H -3.50761 0.13592 4.23195 -1.1 0.7 0.9
H -1.77290 0.15886 2.81802 0.3 0.4 0.0
H -1.54772 -2.76418 3.14219 0.4 0.7 -0.6
H -0.77878 -1.71873 1.77460 -0.5 -0.3 0.5
H -2.52169 -2.39166 1.72662 1.5 0.7 0.6
H 2.54099 2.82392 -1.26692 -0.6 0.4 -1.0
H 1.04874 2.89623 -1.50474 -0.6 -0.1 0.1
O 1.86204 3.09271 -1.95905 1.0 -0.2 0.5
H 4.06719 -0.15454 -2.31486 0.0 -0.1 -0.4
H 3.80032 -0.63610 -0.93093 0.0 0.1 0.7
O 3.99576 -0.96551 -1.80244 0.0 0.1 -0.3
H -1.48939 1.16098 -0.65098 0.2 0.2 0.6
H -1.80956 2.64412 -0.50825 0.1 0.1 0.2
O -1.47862 1.90054 0.01011 -0.2 0.2 -0.8
H -3.76151 -0.85022 1.00286 -0.6 0.4 0.0
H -3.85654 0.61489 0.45692 -0.1 0.2 0.3
O -3.73793 -0.29910 0.20533 0.7 0.1 -0.7
H -2.54941 2.82883 2.78042 0.2 -0.1 0.7
H -2.21885 2.46623 4.30056 0.0 0.6 0.0
O -2.39538 2.12235 3.42795 -0.2 -0.4 -0.7
H 0.60080 3.47654 -4.18899 0.3 -0.1 0.1
H -0.88240 3.58835 -4.26133 -0.6 0.2 0.1
O -0.16229 3.08478 -4.62858 0.4 -0.1 0.0
H -0.77279 -1.03108 -3.58910 0.0 0.4 -0.5
H -2.17473 -0.40336 -3.86223 0.2 0.1 -0.1
O -1.71356 -1.08076 -3.36327 0.0 -0.6 0.0
H 1.71122 -0.59815 -1.09615 0.2 -0.3 0.1
H 0.53578 0.25824 -0.66016 -0.8 -0.2 -0.2
O 1.46866 0.31277 -0.90105 0.0 0.0 -0.2
H -4.90010 -2.36061 0.62204 0.3 -0.6 -0.2
H -4.58990 -2.28922 2.22202 -0.5 -0.2 -0.7
O -5.14917 -1.99464 1.46371 -0.3 0.1 1.1
H 3.73058 -3.03208 -1.75146 -0.4 1.2 -0.1
H 2.60737 -3.69779 -2.68201 -0.4 0.7 0.1
O 3.47582 -3.75249 -2.30390 0.8 -2.0 -0.3
H 4.45998 3.34548 -0.10035 0.1 -0.6 0.3
H 4.06031 1.82315 0.35661 0.6 0.6 0.4
O 3.81552 2.63020 -0.13096 -0.7 0.4 -0.6
H 2.02372 1.43376 1.68514 -0.3 -0.5 0.7
H 1.40931 0.42774 0.85389 -0.1 -0.5 -0.1
O 1.57760 0.56619 1.79541 0.4 1.0 0.1
H -1.46234 -0.91632 -1.72620 -0.8 0.2 0.1
H -2.15564 -0.41415 -0.33428 -0.8 -0.6 -0.2
O -1.33645 -0.53259 -0.83825 1.8 0.1 0.2
H 1.03378 0.07738 -2.77234 0.1 -0.4 -1.0
H 1.32064 0.78412 -4.02348 -0.2 -0.2 -0.5
O 1.04265 -0.10524 -3.75057 0.1 0.7 1.4
H 3.75632 -0.05308 1.21944 1.1 0.8 0.2
H 4.25773 0.62435 2.46765 0.1 0.3 0.5
O 4.38819 0.65760 1.52362 -0.4 -1.0 -0.6
H 2.83090 -1.57163 1.68822 -0.2 -0.7 0.1
H 3.58277 -2.45387 0.55863 0.0 -0.3 0.6
O 3.17366 -1.62040 0.79187 -0.4 0.5 -0.6
```
Positions in Å, forces in eV/Å.

Its total energy is -38972.8235 eV. Its total charge is 0. Its lowest unoccupied orbital energy is -0.088 eV. For the HOMO energy, the calculation gives -9.78 eV.

=====

(4)
Below is the molecule C4H7NO, with properties calculated with wB97M-V/def2-TZVPD.

```
13
Properties=species:S:1:pos:R:3:forces:R:3
C 1.92155 -0.35532 0.12105 0.1 0.0 -0.1
C 0.60620 0.11910 0.61098 0.0 0.1 -0.3
N 0.08024 1.26050 0.42578 0.2 -0.4 -0.1
C -1.33218 0.95710 0.09540 -0.3 0.0 -0.1
C -1.19274 -0.52026 -0.28732 -0.2 0.1 -0.5
O -0.24845 -0.97018 0.67167 0.0 0.0 0.1
H 2.65132 0.43154 -0.05069 -0.1 0.0 0.1
H 1.52302 -0.70311 -0.86752 1.0 -0.1 0.5
H 2.33086 -1.19981 0.68085 -0.1 0.2 -0.2
H -2.02217 1.16043 0.92416 0.1 -0.1 -0.1
H -1.62783 1.56468 -0.76307 0.0 0.0 0.2
H -0.62878 -0.56898 -1.25923 -0.9 0.0 0.3
H -2.06102 -1.17569 -0.30205 -0.1 0.2 0.1
```
Positions in Å, forces in eV/Å.

Its total energy is -7797.7133 eV. Its total charge is 0. Its lowest unoccupied orbital energy is 1.006 eV. For the HOMO energy, the calculation gives -9.69 eV.